{"formula": "C21H27ClN2O5", "method": "wB97M-V/def2-TZVPD", "species": ["C", "O", "C", "C", "C", "C", "C", "C", "O", "N", "C", "C", "C", "O", "C", "C", "N", "C", "O", "C", "C", "C", "C", "C", "O", "C", "C", "C", "Cl", "H", "H", "H", "H", "H", "H", "H", "H", "H", "H", "H", "H", "H", "H", "H", "H", "H", "H", "H", "H", "H", "H", "H", "H", "H", "H", "H"], "xyz": [[-6.769, 4.408, -2.567], [-5.940, 3.722, -3.503], [-4.642, 3.592, -3.096], [-3.684, 4.491, -3.573], [-4.096, 5.598, -4.502], [-2.365, 4.321, -3.186], [-1.982, 3.286, -2.339], [-0.524, 3.181, -2.000], [0.320, 3.742, -2.683], [-0.190, 2.450, -0.913], [1.202, 2.216, -0.564], [1.816, 1.089, -1.386], [3.263, 0.824, -1.035], [4.019, 1.973, -1.382], [5.418, 1.815, -1.292], [6.030, 2.445, -2.532], [5.782, 1.642, -3.730], [4.465, 1.412, -4.122], [4.005, 0.291, -4.205], [3.685, 2.592, -4.442], [2.994, 3.543, -4.685], [2.126, 4.672, -4.974], [2.752, 5.796, -5.807], [1.509, 6.523, -6.308], [0.466, 5.547, -6.385], [0.919, 4.310, -5.843], [-2.935, 2.384, -1.889], [-4.256, 2.542, -2.270], [-5.437, 1.390, -1.735], [-7.763, 4.449, -3.005], [-6.813, 3.874, -1.616], [-6.403, 5.424, -2.397], [-3.219, 6.101, -4.904], [-4.689, 5.207, -5.328], [-4.711, 6.339, -3.988], [-1.599, 4.993, -3.553], [-0.915, 2.054, -0.343], [1.758, 3.137, -0.733], [1.245, 1.984, 0.502], [1.246, 0.168, -1.234], [1.757, 1.345, -2.446], [3.378, 0.605, 0.036], [3.626, -0.039, -1.604], [5.801, 2.290, -0.381], [5.683, 0.752, -1.255], [5.599, 3.437, -2.677], [7.108, 2.562, -2.418], [6.221, 0.730, -3.648], [1.759, 5.062, -4.022], [3.415, 6.438, -5.229], [3.319, 5.367, -6.635], [1.202, 7.307, -5.609], [1.651, 6.973, -7.291], [1.220, 3.628, -6.646], [0.118, 3.857, -5.263], [-2.676, 1.528, -1.279]], "atomic_forces_ev_per_a": [[-0.0085, 0.0081, 0.0037], [0.0006, -0.0113, 0.0046], [0.0025, 0.0064, -0.0001], [-0.0054, 0.0113, -0.0052], [-0.0010, -0.0039, -0.0080], [0.0092, -0.0149, -0.0031], [-0.0045, 0.0045, -0.0023], [0.0115, -0.0014, -0.0168], [0.0233, 0.0343, -0.0051], [-0.0183, 0.0066, 0.0162], [0.0046, 0.0037, -0.0058], [-0.0020, -0.0144, -0.0238], [0.0038, -0.0150, 0.0131], [-0.0002, -0.0826, -0.0088], [-0.0037, 0.0469, 0.0009], [0.0052, 0.2319, -0.1921], [-0.0233, -0.3754, 0.0864], [-0.1299, 0.0958, 0.3825], [0.0998, -0.0096, -0.3549], [0.0433, 0.0385, 0.0457], [-0.0075, 0.0077, 0.0096], [-0.0093, -0.0261, -0.0069], [-0.0082, 0.0079, 0.0124], [0.0113, -0.0047, -0.0042], [-0.0124, 0.0045, 0.0197], [-0.0010, -0.0035, 0.0105], [0.0019, 0.0005, 0.0068], [0.0014, -0.0059, 0.0011], [-0.0024, 0.0037, -0.0012], [0.0021, -0.0012, -0.0031], [0.0035, -0.0026, 0.0000], [0.0024, -0.0014, 0.0000], [0.0021, 0.0010, 0.0043], [0.0032, -0.0002, 0.0000], [0.0002, 0.0011, 0.0016], [-0.0047, 0.0058, -0.0027], [0.0077, -0.0055, -0.0007], [-0.0045, 0.0002, -0.0010], [0.0056, -0.0061, -0.0012], [0.0000, 0.0000, 0.0051], [-0.0094, -0.0120, 0.0041], [-0.0056, 0.0105, 0.0013], [-0.0017, 0.0049, 0.0101], [-0.0118, 0.0317, -0.0158], [0.0113, -0.0012, 0.0248], [0.0057, 0.0031, 0.0015], [0.0035, -0.0080, 0.0065], [0.0262, 0.0129, 0.0125], [-0.0071, 0.0095, -0.0153], [-0.0004, -0.0004, -0.0002], [-0.0002, -0.0002, -0.0028], [0.0027, 0.0051, -0.0039], [-0.0048, -0.0040, -0.0023], [0.0025, 0.0095, -0.0023], [-0.0018, 0.0030, 0.0049], [-0.0076, 0.0010, -0.0007]], "lowdin_charge": [-0.07, -0.12, -0.29, -0.17, -0.02, 0.03, -0.12, -0.42, 0.06, 0.08, -0.17, -0.15, -0.22, -0.15, -0.20, -0.16, 0.05, -0.51, 0.08, 0.10, 0.06, -0.30, -0.12, -0.19, -0.13, -0.16, -0.05, -0.56, 0.72, 0.10, 0.07, 0.09, 0.08, 0.09, 0.08, 0.12, 0.12, 0.12, 0.13, 0.12, 0.12, 0.13, 0.12, 0.13, 0.13, 0.12, 0.12, 0.13, 0.14, 0.12, 0.12, 0.12, 0.12, 0.13, 0.11, 0.11], "orbital_gap_ev": 9.84, "e_above_lowest_ev": 2.168, "smiles": "COc1c(C)cc(C(=O)NCCCOCCNC(=O)C#C[C@H]2CCOC2)cc1Cl"}